Below is C30H31F5N7O5Sc as an isolated structure, with properties calculated with ωB97M-V/def2-TZVPD.

Last column: Löwdin charge in e.
Cartesian coordinates (Å):
Sc -0.1403 0.0615 -0.0782  1.0586
C -0.1176 0.1755 4.2298  -0.0165
C 0.3166 0.2311 2.7798  -0.5663
O -0.4647 -0.4419 1.9213  -0.1938
C 1.8608 0.3874 2.5559  -0.1463
C 2.5532 -0.3089 1.4634  -0.3029
C 3.8177 -1.0546 1.7251  -0.0923
N 1.8490 -0.5170 0.3402  -0.0893
N 2.2696 -1.5079 -0.4954  0.0699
C 1.2488 -2.1133 -1.0813  -0.4599
O -0.0203 -1.8194 -0.8174  -0.1753
C 1.5244 -3.2407 -1.9540  -0.1558
C 0.4640 -4.0001 -2.4816  -0.0436
C 0.7063 -5.0956 -3.2938  -0.1271
C 2.0070 -5.4754 -3.6139  -0.1487
C 3.0667 -4.7248 -3.0996  -0.1313
C 2.8370 -3.6294 -2.2903  -0.0502
H -1.2046 0.2736 4.2973  0.0713
H 0.1594 -0.7924 4.6523  0.0752
H 0.3434 0.9668 4.8247  0.0732
H 2.4550 0.5120 3.4634  0.1363
H 4.3644 -0.6021 2.5569  0.0562
H 3.6391 -2.1171 1.9658  0.0674
H 4.4550 -1.0580 0.8383  0.0582
H -0.5455 -3.6977 -2.2365  0.1005
H -0.1315 -5.6605 -3.6898  0.0841
H 2.1933 -6.3267 -4.2583  0.0732
H 4.0877 -4.9995 -3.3450  0.0824
H 3.6580 -3.0443 -1.8983  0.0944
N -2.4775 0.3148 -0.2314  0.0447
C -2.6337 1.6620 -0.8265  -0.2990
C -4.0787 2.1220 -0.9109  -0.1553
C -4.3217 3.3896 -1.7282  -0.1945
C -4.0292 3.3452 -3.2395  -0.2175
N -2.6500 3.2730 -3.7183  0.0067
C -1.6227 3.8711 -2.9666  -0.5087
N -1.7338 5.2482 -2.6654  0.0819
N -0.3266 3.4263 -3.2817  0.1183
C -1.6771 2.6248 -0.0848  -0.6029
O -2.0841 3.7111 0.3342  0.0101
O -0.4923 2.1616 0.0210  -0.0906
H -2.8772 -0.3848 -0.8472  0.0891
H -2.9286 0.2541 0.6750  0.1035
H -2.2219 1.5664 -1.8289  0.1058
H -4.4342 2.3004 0.1103  0.1148
H -4.6792 1.3040 -1.3307  0.1104
H -3.7728 4.2012 -1.2560  0.0834
H -5.3889 3.6333 -1.6566  0.1009
H -4.5016 4.2395 -3.6669  0.0911
H -4.5544 2.4960 -3.6870  0.1097
H -2.3807 2.3521 -4.0298  0.0968
H -2.6296 5.6206 -2.9474  0.0553
H -1.6461 5.3773 -1.6584  0.0698
H -0.1708 2.4650 -2.9877  0.0448
H 0.3557 3.9993 -2.8052  0.0796
N 0.9212 1.4540 2.2776  0.0302
C 0.9187 2.7075 2.8470  -0.2405
C -0.2788 3.3132 3.2403  -0.0205
C -0.2724 4.5902 3.7716  -0.1019
C 0.9176 5.2947 3.9287  -0.1377
C 2.1080 4.6977 3.5315  -0.1203
C 2.1135 3.4199 2.9950  -0.0215
H -1.2088 2.7848 3.0758  0.1175
H -1.2135 5.0525 4.0467  0.0929
H 0.9139 6.2978 4.3377  0.0789
H 3.0434 5.2383 3.6285  0.0866
H 3.0365 2.9567 2.6674  0.1083
F -0.4248 -1.3412 -7.3472  0.0752
C -0.3487 -0.8932 -6.0761  -0.1597
C 0.8194 -0.3274 -5.5934  -0.1490
F 1.8818 -0.2311 -6.4092  0.0949
C 0.8987 0.1381 -4.3002  -0.1394
F 2.0510 0.6762 -3.8858  0.1091
C -0.1874 0.0761 -3.3968  -0.2992
O -0.1139 0.5201 -2.1974  -0.1304
C -1.3504 -0.5106 -3.9341  -0.1345
F -2.4480 -0.6260 -3.1529  0.0802
C -1.4343 -0.9798 -5.2293  -0.1574
F -2.5798 -1.5285 -5.6726  0.0884

The relative energy (zero: lowest compared OMol25 entry of this formula, charge and spin) comes out at 55.06 kcal per mole. The charge is -2. As for the spin multiplicity: 1.